{"formula": "C45H47BCl5GeN10OTc", "method": "ωB97M-V with the def2-TZVPD basis set", "charge": 2, "total_energy_ev": -186368.828, "max_force_ev_per_a": 1.0, "orbital_gap_ev": 6.751, "species": ["Tc", "Ge", "Cl", "Cl", "Cl", "Cl", "Cl", "O", "N", "N", "N", "N", "N", "N", "N", "N", "N", "N", "C", "C", "C", "C", "C", "C", "C", "C", "C", "C", "C", "C", "C", "C", "C", "C", "C", "C", "C", "C", "C", "C", "C", "C", "C", "C", "C", "C", "C", "C", "C", "C", "C", "C", "C", "C", "C", "C", "C", "C", "C", "C", "C", "C", "C", "B", "H", "H", "H", "H", "H", "H", "H", "H", "H", "H", "H", "H", "H", "H", "H", "H", "H", "H", "H", "H", "H", "H", "H", "H", "H", "H", "H", "H", "H", "H", "H", "H", "H", "H", "H", "H", "H", "H", "H", "H", "H", "H", "H", "H", "H", "H", "H"], "xyz": [[1.2153, -0.0770, 0.1004], [-2.1885, 1.1326, 0.9764], [0.8305, 2.4629, 0.0822], [4.7487, 6.2029, 0.1769], [6.8299, 3.9024, 0.5341], [5.8694, 0.9195, 0.6629], [1.6820, 5.4892, -0.0450], [2.9715, 0.6444, 0.3898], [1.5559, 0.1060, -2.0323], [1.1430, -0.3094, 2.2153], [-0.7843, -2.3642, 0.5096], [-0.7816, -1.2265, -0.2839], [2.4648, 1.0658, -3.7195], [2.1514, 1.2208, -2.5032], [1.5647, -2.8540, 1.0812], [2.0830, -0.1606, -4.0925], [0.3278, -1.3304, 2.6190], [2.0193, -1.9842, 0.1341], [-1.4659, 2.1892, 5.5227], [4.7554, 2.2084, 0.4528], [-2.1683, 2.8917, -1.3865], [1.4759, 0.3920, 3.2957], [-3.2832, 5.0303, -0.0305], [2.2861, -0.6519, -5.4636], [2.1772, -5.0176, 2.1362], [-4.6308, 0.1366, -0.2124], [-3.6511, -1.3593, 1.3884], [-0.9839, 2.5510, 3.1999], [1.2135, -0.1662, -6.4413], [-2.9870, 5.1457, -1.3782], [-5.6779, -1.9736, 0.2597], [-1.7801, -0.4590, -2.4394], [2.3911, -3.9036, 1.1726], [-1.4589, -4.7382, 0.2950], [-3.0127, 3.8481, 0.6431], [-2.5117, 0.8205, 3.8492], [-2.4283, 4.0734, -2.0585], [1.3070, 1.3272, -6.7233], [-5.6576, -0.7719, -0.4299], [4.2347, 4.5736, 0.2393], [-0.6071, 0.0898, 0.2427], [0.1697, -1.2713, 3.9661], [2.4954, 2.9410, 0.1888], [-1.8397, 1.5103, 2.8422], [-1.7825, -2.8335, -1.4296], [-1.3522, -3.3380, -0.1891], [-0.1845, -0.5608, -5.9813], [-0.6521, -2.2503, 4.7261], [1.5219, -0.7451, -3.0401], [2.8758, 4.2727, 0.1343], [4.0342, -1.8168, -1.3619], [-4.6766, -2.2661, 1.1747], [-2.4466, 2.7643, -0.0266], [-2.3228, 1.1552, 5.1815], [-1.4467, -1.5146, -1.4574], [5.1672, 3.5378, 0.3995], [-3.6098, -0.1501, 0.6920], [2.3522, 1.5935, 3.2856], [0.8805, -0.1882, 4.4212], [3.4261, -3.7007, 0.2749], [3.3967, 1.9041, 0.3412], [3.1697, -2.4899, -0.3532], [-0.7992, 2.8917, 4.5290], [0.2052, -2.5590, 1.7394], [-2.7007, 0.0419, -2.1324], [5.0540, -2.1787, -1.2489], [-0.1866, -3.4901, 2.3573], [-0.9120, -0.3901, -6.7710], [0.5918, 1.6064, -7.4933], [-2.8631, 0.6233, 5.9520], [-0.1478, 3.7125, 4.7905], [2.2001, -4.6495, 3.1601], [-2.2223, -5.2642, -0.2727], [1.9204, 2.4046, 2.7025], [-4.7089, -3.1919, 1.7318], [4.0433, -0.7375, -1.2352], [-0.9905, 0.2858, -2.5156], [-3.2116, 0.0341, 3.6034], [0.9529, 0.1600, 5.4335], [-4.6315, 1.0777, -0.7493], [2.2827, -1.7414, -5.3862], [-2.1964, 4.1611, -3.1102], [1.1254, -1.7419, -3.0245], [-0.5110, -5.2551, 0.1468], [2.9661, -5.7560, 2.0218], [-1.7057, -4.7752, 1.3510], [-1.9493, -0.9054, -3.4171], [-2.8866, -1.5934, 2.1204], [2.2983, 1.6081, -7.0703], [3.2857, -0.3267, -5.7504], [-1.7189, 2.0716, -1.9341], [-2.3193, -3.3772, -2.1825], [3.3353, 1.3565, 2.8811], [4.2741, -4.3372, 0.1168], [3.7220, -2.0637, -2.3781], [-1.3313, 2.4595, 6.5592], [-6.4485, -0.5356, -1.1268], [-3.2453, 3.7786, 1.6975], [-0.1832, -3.2323, 4.7541], [1.0838, 1.9182, -5.8350], [2.4798, 1.9496, 4.3052], [1.2200, -5.5104, 1.9811], [-0.4703, 3.1262, 2.4367], [-0.7705, -1.9010, 5.7489], [-3.7246, 5.8611, 0.5001], [-1.6429, -2.3603, 4.2876], [-0.2423, -1.6151, -5.7058], [1.4341, -0.7051, -7.3690], [-6.4833, -2.6748, 0.0985], [-0.4943, 0.0430, -5.1269], [-3.1927, 6.0679, -1.8993]], "atomic_forces_ev_per_a": [[-0.8, -0.3, -0.4], [0.0, 0.0, 0.1], [0.1, 0.1, -0.1], [0.0, 0.0, 0.0], [0.0, 0.0, 0.0], [-0.1, 0.0, 0.0], [0.1, 0.0, 0.0], [0.2, 0.0, 0.1], [0.1, -0.2, -0.1], [0.0, 0.0, -0.1], [-0.1, -0.2, 0.1], [0.7, 0.0, 0.1], [0.3, 0.3, -0.4], [0.0, 0.3, 0.3], [-0.2, 0.0, -0.1], [-0.2, -0.1, 0.3], [0.0, 0.0, 0.1], [0.1, -0.1, 0.0], [0.0, 0.0, 0.0], [-0.2, 0.1, 0.0], [0.1, -0.1, 0.0], [0.0, 0.0, 0.0], [0.0, 0.0, 0.0], [0.0, -0.1, 0.1], [0.1, 0.0, 0.0], [0.0, 0.0, 0.0], [0.0, 0.0, 0.0], [0.0, 0.1, -0.1], [0.1, -0.1, -0.1], [0.0, 0.0, 0.0], [0.0, 0.0, 0.0], [0.0, 0.0, -0.1], [0.0, 0.0, 0.1], [-0.1, 0.1, -0.1], [0.0, 0.0, 0.0], [0.0, 0.0, 0.0], [0.0, 0.0, 0.0], [0.0, 0.0, 0.0], [0.0, 0.0, 0.0], [-0.1, 0.0, 0.0], [0.0, 0.3, 0.1], [0.0, 0.0, -0.1], [0.1, 0.1, 0.0], [0.0, 0.0, 0.0], [0.0, 0.1, 0.0], [0.1, 0.1, 0.2], [0.0, 0.0, 0.0], [0.0, 0.1, 0.1], [0.0, -0.1, 0.0], [0.1, -0.1, 0.0], [0.1, 0.0, -0.1], [0.0, 0.0, 0.0], [0.0, 0.0, 0.0], [0.0, 0.0, 0.0], [-0.1, 0.0, -0.2], [0.0, 0.0, 0.0], [-0.1, 0.0, 0.0], [0.1, 0.0, 0.1], [0.0, -0.1, -0.1], [-0.1, 0.0, 0.0], [0.0, 0.0, -0.1], [0.0, 0.1, 0.0], [0.0, 0.0, 0.1], [0.1, -0.1, 0.0], [0.0, 0.0, 0.0], [0.0, 0.0, 0.0], [0.0, -0.1, 0.0], [0.0, 0.0, -0.1], [-0.1, 0.0, -0.1], [0.0, 0.0, 0.0], [0.1, 0.1, 0.0], [0.0, 0.0, 0.1], [0.0, 0.0, 0.0], [0.0, 0.0, 0.0], [0.0, -0.1, 0.0], [0.0, 0.0, 0.0], [0.0, 0.0, 0.0], [-0.1, 0.0, 0.0], [0.0, 0.0, 0.1], [0.0, 0.1, 0.0], [0.0, 0.1, -0.1], [0.0, 0.0, -0.1], [0.0, -0.2, 0.0], [0.1, 0.0, 0.0], [0.0, 0.0, 0.0], [0.0, 0.0, 0.1], [0.0, 0.0, 0.0], [0.1, 0.0, 0.0], [0.1, 0.0, 0.0], [-0.1, 0.0, 0.0], [0.0, 0.1, 0.1], [-0.1, -0.1, -0.1], [0.0, 0.0, 0.0], [0.1, -0.1, 0.0], [0.0, 0.0, 0.0], [0.0, 0.0, 0.1], [0.0, 0.0, 0.0], [0.0, 0.0, 0.1], [0.0, -0.1, 0.0], [0.0, 0.0, 0.1], [0.0, 0.0, 0.0], [-0.1, 0.0, 0.0], [-0.1, 0.0, 0.0], [0.0, 0.0, 0.0], [0.0, 0.0, 0.0], [-0.1, 0.0, 0.0], [0.0, -0.1, 0.0], [0.0, 0.0, 0.0], [-0.1, 0.0, 0.0], [0.0, 0.1, 0.1], [0.0, 0.1, 0.0]]}